[1]
{"formula": "C4H11N3", "method": "wB97M-V/def2-TZVPD", "smiles": "[H]/N=C(/N)NCCC", "charge": 0, "lumo_energy_ha": 0.0340, "e_homo_ev": -8.53, "spin_multiplicity": 1, "orbital_gap_ev": 9.5, "symbols": ["H", "N", "C", "N", "N", "C", "C", "C", "H", "H", "H", "H", "H", "H", "H", "H", "H", "H"], "xyz": [[0.2203, 1.8521, 1.6614], [-0.5971, 1.3315, 2.0346], [-0.7152, 0.1465, 1.5502], [-1.7742, -0.8047, 1.6787], [0.2877, -0.1619, 0.5307], [-0.1720, -0.2996, -0.8797], [0.9710, -0.7037, -1.8059], [1.7399, 0.5718, -2.4983], [-1.7335, -1.6542, 1.0743], [-2.2778, -0.8400, 2.5578], [1.1506, 0.5008, 0.5281], [-0.7315, 0.5249, -1.1781], [-0.9455, -1.1361, -0.7218], [1.7125, -1.2416, -1.1464], [0.5236, -1.4079, -2.5970], [1.8493, 1.4795, -1.8477], [1.1178, 0.7454, -3.4463], [2.7566, 0.3329, -2.7905]], "forces_ev_per_angstrom": [[-0.915, -0.886, 0.304], [-1.050, -0.730, 1.473], [1.411, 1.398, -2.635], [1.625, 0.762, -0.584], [1.583, 0.221, -0.558], [-0.490, -3.255, 2.371], [0.895, 0.397, -0.333], [-2.008, -1.061, -0.287], [0.159, 1.253, 1.301], [0.212, 0.037, -0.434], [-2.432, -1.340, 0.568], [-0.818, 1.802, -0.842], [1.036, 0.869, -1.129], [-0.813, 0.188, -0.919], [1.115, 1.087, 0.989], [-0.648, -0.809, -0.519], [1.112, 0.442, 1.386], [0.026, -0.374, -0.151]]}

=====

[2]
{"formula": "C19H19ClN2O5", "method": "wB97M-V/def2-TZVPD", "smiles": "COc1ccc(CCNC(=O)Cn2c(=O)oc3cc(Cl)ccc32)cc1OC", "charge": 0, "lumo_energy_ha": 0.0240, "e_homo_ev": -8.19, "spin_multiplicity": 1, "orbital_gap_ev": 8.8, "symbols": ["C", "O", "C", "C", "C", "C", "C", "C", "N", "C", "O", "C", "N", "C", "O", "O", "C", "C", "C", "Cl", "C", "C", "C", "C", "C", "O", "C", "H", "H", "H", "H", "H", "H", "H", "H", "H", "H", "H", "H", "H", "H", "H", "H", "H", "H", "H"], "xyz": [[-0.1036, -4.0290, 0.0716], [-1.2795, -3.2668, -0.0432], [-1.1971, -2.0138, -0.5818], [-0.0632, -1.5201, -1.2123], [-0.0342, -0.2481, -1.7598], [-1.1599, 0.5569, -1.7325], [-1.1293, 1.9538, -2.2937], [-1.6458, 2.9867, -1.2764], [-1.1537, 2.7040, 0.0542], [0.0048, 3.1966, 0.5188], [0.6601, 4.0633, -0.0154], [0.4388, 2.5287, 1.8368], [0.8829, 1.1832, 1.5775], [0.1783, 0.0498, 1.9060], [-0.9174, 0.0044, 2.3943], [0.9284, -1.0374, 1.5766], [2.0767, -0.5881, 0.9902], [3.1217, -1.3167, 0.4680], [4.1581, -0.5800, -0.0969], [5.4967, -1.4305, -0.7759], [4.1482, 0.8097, -0.1391], [3.0941, 1.5321, 0.3974], [2.0626, 0.8115, 0.9676], [-2.2998, 0.0635, -1.1116], [-2.3372, -1.1879, -0.5112], [-3.5207, -1.5164, 0.0768], [-3.5037, -2.3096, 1.2491], [0.3035, -4.2970, -0.9092], [-0.3961, -4.9376, 0.5964], [0.6545, -3.4999, 0.6564], [0.8230, -2.1301, -1.2832], [0.8778, 0.1062, -2.2183], [-0.1020, 2.2028, -2.5643], [-1.7417, 2.0144, -3.1960], [-2.7365, 2.9854, -1.2415], [-1.2967, 3.9840, -1.5497], [-1.5666, 1.9070, 0.5189], [-0.3993, 2.4719, 2.5353], [1.2585, 3.1027, 2.2765], [3.1412, -2.3930, 0.4915], [4.9739, 1.3281, -0.5991], [3.0704, 2.6084, 0.3542], [-3.2047, 0.6499, -1.0663], [-2.7421, -1.9538, 1.9472], [-4.4912, -2.1858, 1.6930], [-3.3323, -3.3636, 1.0229]], "forces_ev_per_angstrom": [[0.175, -0.131, -0.008], [-0.310, 0.307, -0.073], [-0.070, 0.023, -0.060], [-0.118, -0.231, 0.047], [-0.084, 0.089, -0.040], [0.088, -0.040, -0.101], [-0.095, 0.064, 0.107], [0.154, 0.030, -0.235], [-0.423, -0.042, -0.039], [-0.097, -0.282, 0.698], [0.333, 0.290, -0.239], [-0.019, 0.245, -0.132], [0.043, -0.309, 0.101], [-0.558, 0.666, 0.167], [-0.093, -0.217, 0.061], [0.117, -0.420, 0.136], [0.584, 0.756, -0.269], [-0.337, 0.087, 0.169], [-0.179, 0.308, 0.066], [0.237, -0.161, -0.123], [0.158, -0.274, -0.057], [-0.343, -0.083, 0.179], [0.452, -0.527, -0.201], [0.089, -0.278, 0.005], [0.025, 0.086, 0.013], [0.167, -0.002, -0.462], [-0.101, -0.268, 0.420], [-0.004, 0.018, 0.044], [0.083, 0.038, -0.041], [-0.014, -0.024, -0.037], [0.070, -0.100, 0.045], [0.094, 0.059, -0.056], [-0.015, 0.014, -0.039], [0.048, 0.054, -0.067], [0.057, 0.058, -0.016], [-0.159, -0.069, 0.017], [0.140, 0.047, 0.106], [0.118, -0.005, -0.044], [-0.134, -0.022, -0.072], [0.016, -0.136, -0.006], [0.090, 0.017, -0.045], [-0.015, 0.156, -0.021], [-0.162, 0.092, 0.060], [-0.021, -0.019, -0.026], [0.068, -0.005, 0.016], [-0.055, 0.141, 0.050]]}

=====

[3]
{"formula": "C4H10N2O", "method": "wB97M-V/def2-TZVPD", "s_squared": 0.766, "charge": -1, "lumo_energy_ha": [0.1549, 0.1534], "e_homo_ev": [-1.48, -3.05], "spin_multiplicity": 2, "orbital_gap_ev": [5.7, 7.2], "symbols": ["N", "C", "O", "H", "H", "H", "H", "C", "C", "C", "N", "H", "H", "H", "H", "H", "H"], "xyz": [[-0.5447, 0.5956, 1.4150], [0.7472, 0.3001, 2.3138], [1.6425, -0.4133, 1.6817], [-1.3360, 0.0309, 1.6931], [-0.7543, 1.5842, 1.4191], [1.0781, 1.3251, 2.5602], [0.3084, -0.2387, 3.1895], [-0.9937, -0.0397, -1.8024], [-1.6793, 1.1348, -1.6471], [0.9248, -1.3220, -1.3748], [0.0140, -0.4508, -0.9589], [-1.1023, -0.6511, -2.6920], [-1.2703, 1.9265, -1.0322], [-2.5059, 1.3700, -2.3049], [1.7962, -1.5263, -0.7630], [0.9224, -1.7179, -2.3862], [-0.0560, -0.0245, 0.1318]], "forces_ev_per_angstrom": [[1.060, -0.288, 0.397], [-0.194, -0.865, -0.778], [-0.137, 0.132, -0.011], [-0.186, 0.240, 0.139], [-0.349, -0.043, 0.023], [-0.078, 0.303, 0.478], [0.012, 0.463, 0.328], [0.666, 0.762, 0.835], [0.309, -0.443, -0.485], [1.594, -1.202, -0.114], [-1.541, 1.342, 0.302], [-0.428, -0.273, -0.020], [-0.319, -0.170, 0.304], [0.069, 0.028, -0.051], [-0.366, 0.090, 0.197], [-0.253, 0.214, -0.036], [0.141, -0.289, -1.509]]}

=====

[4]
{"formula": "C10H12N2", "method": "wB97M-V/def2-TZVPD", "smiles": "C[C@H]1Cc2ccccc2C(N)=N1", "charge": 0, "lumo_energy_ha": 0.0204, "e_homo_ev": -8.39, "spin_multiplicity": 1, "orbital_gap_ev": 8.9, "symbols": ["C", "C", "C", "C", "C", "C", "C", "C", "C", "C", "N", "N", "H", "H", "H", "H", "H", "H", "H", "H", "H", "H", "H", "H"], "xyz": [[1.9643, -1.0913, 1.3032], [1.8965, -0.7829, -0.2558], [0.6860, -1.3871, -1.0385], [-0.5468, -0.6917, -0.5392], [-1.7536, -1.3424, -0.3452], [-2.8529, -0.6287, 0.1448], [-2.8076, 0.7373, 0.3160], [-1.6438, 1.4373, 0.0712], [-0.4738, 0.7182, -0.2842], [0.8603, 1.3319, -0.3125], [0.9923, 2.7016, -0.3465], [1.9593, 0.6125, -0.3391], [2.8366, -0.5369, 1.6876], [1.0822, -0.6430, 1.7552], [1.9610, -2.1406, 1.5250], [2.9084, -1.1480, -0.6659], [0.6622, -2.4333, -0.8379], [0.9049, -1.2071, -2.0819], [-1.7722, -2.3391, -0.7004], [-3.7733, -1.1425, 0.1737], [-3.7307, 1.1976, 0.5807], [-1.6711, 2.5715, 0.0845], [1.9109, 2.9488, -0.1673], [0.4010, 3.2579, 0.2726]], "forces_ev_per_angstrom": [[-0.331, 1.002, -1.356], [1.355, -1.910, 0.560], [1.241, 1.092, 1.424], [-0.142, 1.433, 0.125], [0.436, 1.509, 0.046], [1.021, -0.654, -1.072], [0.028, -0.387, -0.099], [0.934, 0.814, -0.291], [-0.984, -0.528, 0.285], [1.985, -1.783, -0.405], [-2.023, 0.433, 0.181], [-1.716, 3.368, -0.087], [-0.259, -0.577, -0.062], [-0.145, -0.004, 0.166], [0.316, -0.572, 0.145], [-1.634, 0.099, 0.253], [-0.241, -0.914, -0.062], [-0.288, 0.045, -0.431], [-0.518, -1.050, 0.151], [-1.016, -0.420, 0.445], [-0.370, 0.662, 0.181], [0.255, -1.590, 0.202], [2.223, 0.482, 0.138], [-0.130, -0.552, -0.437]]}

=====

Respective relative energy (zero: lowest compared OMol25 entry of this formula, charge and spin) values: 52.0; 23.6; 40.5; 1.7 kcal per mole.
Respective calculated total energy values: -8795.3635; -45752.3327; -9335.0870; -13544.7284 eV.